[1]
DFT (wB97M-V/def2-TZVPD) results for an isolated molecule of C2HN3O3 at a distorted geometry.

```
9
Properties=species:S:1:pos:R:3:nbo_charge:R:1
O 0.9569 -2.0753 -0.1020 -0.351
N 1.2517 -0.8968 -0.0157 0.515
O 2.3626 -0.4269 0.0340 -0.319
C 0.2278 0.0988 0.0506 0.124
C -1.1511 -0.0871 0.0543 -0.073
N -1.6911 1.0877 -0.0195 -0.064
O -0.6999 1.9833 -0.0664 -0.084
N 0.4769 1.3707 -0.0504 -0.012
H -1.7338 -1.0544 0.1152 0.265
```

Output
orbital gap	10.702	eV
ΔE to the lowest compared entry with this formula, charge and spin	692.8	kJ/mol
total energy	-466.60398	a.u.
highest occupied orbital energy	-11.93	eV

---

[2]
DFT (wB97M-V/def2-TZVPD) results for an isolated molecule of C2HN5O at a distorted geometry.

```
9
Properties=species:S:1:pos:R:3:nbo_charge:R:1
O 2.3065 0.0623 -0.0759 -0.476
C 1.2051 -0.4562 -0.1476 0.704
N 0.2379 -0.3590 -1.0647 -0.442
C -0.8910 0.2839 -1.0682 0.317
N -1.3001 1.0113 0.1298 -0.191
N -0.7976 0.7439 1.2226 -0.020
N -0.0858 -0.5776 1.7026 0.071
N 0.8346 -0.9227 1.0998 -0.145
H -1.5095 0.2141 -1.7985 0.182
```

Output
orbital gap	7.252	eV
ΔE to the lowest compared entry with this formula, charge and spin	397.6	kJ/mol
total energy	-425.62653	a.u.
highest occupied orbital energy	-9.04	eV

---

[3]
DFT (wB97M-V/def2-TZVPD) results for the ion C2HN6 with charge -1 at a distorted geometry.

```
9
Properties=species:S:1:pos:R:3:nbo_charge:R:1
C -0.7676 -1.0509 -0.9944 0.147
N -1.4256 -0.0188 -0.4075 -0.588
C -0.4580 0.5970 0.2710 0.382
N -0.1663 1.6516 0.9670 -0.400
N 1.0929 1.4990 1.3628 -0.112
N 1.6280 0.4510 0.9084 -0.140
N 0.7231 -0.1270 0.1568 -0.080
N 0.4844 -1.2506 -0.6202 -0.373
H -1.1110 -1.7513 -1.6439 0.164
```

Output
orbital gap	8.783	eV
charge	-1
ΔE to the lowest compared entry with this formula, charge and spin	0.0	kJ/mol
total energy	-405.34894	a.u.
highest occupied orbital energy	-4.31	eV

---

[4]
DFT (wB97M-V/def2-TZVPD) results for an isolated molecule of C2HNO at a distorted geometry.

```
5
Properties=species:S:1:pos:R:3:nbo_charge:R:1
N -0.7249 -1.5860 1.2351 -0.225
C -0.2465 -0.7579 0.5817 0.175
C 0.2931 0.3522 -0.2839 0.244
O -0.4966 1.1097 -0.7951 -0.460
H 1.1471 0.9004 -0.7480 0.267
```

Output
orbital gap	10.380	eV
ΔE to the lowest compared entry with this formula, charge and spin	155.6	kJ/mol
total energy	-206.71372	a.u.
highest occupied orbital energy	-11.08	eV

---

[5]
DFT (wB97M-V/def2-TZVPD) results for an isolated molecule of C2HNO2 at a distorted geometry.

```
6
Properties=species:S:1:pos:R:3:nbo_charge:R:1
N -2.2118 -0.1212 -0.1200 -0.172
C -1.0403 -0.2355 0.1689 0.149
C 0.3766 0.0320 0.1054 0.672
O 0.7708 1.2296 -0.0331 -0.521
O 1.3766 -0.9287 -0.0548 -0.654
H 2.2862 -0.3384 -0.1027 0.525
```

Output
orbital gap	10.711	eV
ΔE to the lowest compared entry with this formula, charge and spin	160.4	kJ/mol
total energy	-281.99404	a.u.
highest occupied orbital energy	-11.66	eV

---

[6]
DFT (wB97M-V/def2-TZVPD) results for a cluster of 2 separate species, C2HNO2 in total at a distorted geometry.

```
6
Properties=species:S:1:pos:R:3:nbo_charge:R:1
C 0.7977 1.4517 -1.2993 0.070
C -0.4394 -0.7955 0.5235 0.538
N 1.0886 2.2826 -2.0461 -0.512
O 0.1832 -1.7517 1.2780 -0.171
O -0.6143 -0.6406 1.8397 -0.175
H -1.0158 -0.5465 -0.2959 0.249
```

Output
orbital gap (spin up / spin down)	9.478 / 5.877	eV
ΔE to the lowest compared entry with this formula, charge and spin	926.3	kJ/mol
total energy	-281.70231	a.u.
highest occupied orbital energy (spin up / spin down)	-11.40 / -9.63	eV

---

[7]
DFT (wB97M-V/def2-TZVPD) results for the ion C2HNO2S with charge -2 at a distorted geometry.

```
7
Properties=species:S:1:pos:R:3:nbo_charge:R:1
O -1.4861 -0.0435 0.9513 -0.849
C -1.2065 0.1747 -0.2484 0.815
O -1.8351 0.8316 -1.0773 -0.815
N -0.0172 -0.3762 -0.8779 -0.627
C 1.1099 -0.2455 0.1655 -0.126
S 2.8164 -0.5093 0.0208 -0.573
H 0.6185 0.1682 1.0659 0.174
```

Output
orbital gap	5.129	eV
charge	-2
ΔE to the lowest compared entry with this formula, charge and spin	164.1	kJ/mol
total energy	-680.17486	a.u.
highest occupied orbital energy	0.93	eV

---

[8]
DFT (wB97M-V/def2-TZVPD) results for a cluster of 2 separate species, C2HNO2S in total at a distorted geometry.

```
7
Properties=species:S:1:pos:R:3:nbo_charge:R:1
C -1.9992 0.4416 -0.4664 0.055
C 1.8492 0.2463 0.3053 1.085
N -1.7395 1.3819 0.1453 -0.336
O 2.5254 1.1810 0.3526 -0.419
O 1.0614 -0.6263 0.1787 -0.497
S 0.1326 -2.0226 0.1933 -0.137
H -1.8299 -0.6018 -0.7088 0.249
```

Output
orbital gap	8.747	eV
ΔE to the lowest compared entry with this formula, charge and spin	418.4	kJ/mol
total energy	-680.10067	a.u.
highest occupied orbital energy	-9.09	eV

---

[9]
DFT (wB97M-V/def2-TZVPD) results for a cluster of 3 separate species, C2HNO3 in total at a distorted geometry.

```
7
Properties=species:S:1:pos:R:3:lowdin_spin:R:1
C 2.3775 -2.6991 0.0064 0.322
C 2.3989 -0.3002 -0.1687 0.161
N 2.3190 -1.6051 -0.5077 0.093
O 3.1727 -0.0304 1.5731 1.201
O 2.2368 -3.8532 0.1448 0.187
O 1.9933 0.6684 -0.7213 0.037
H -14.4983 7.8196 -0.3266 0.000
```

Output
orbital gap (spin up / spin down)	3.404 / 3.273	eV
charge	-2
⟨S²⟩	2.029
ΔE to the lowest compared entry with this formula, charge and spin	15.9	kJ/mol
total energy	-357.03427	a.u.
highest occupied orbital energy (spin up / spin down)	1.40 / 1.40	eV
spin multiplicity	3

---

[10]
DFT (wB97M-V/def2-TZVPD) results for a cluster of 2 separate species, C2HNO3S in total at a distorted geometry.

```
8
Properties=species:S:1:pos:R:3:nbo_charge:R:1
O -2.5730 -1.4356 0.3844 -0.496
C -1.6771 -0.6830 0.2113 0.889
N -1.1864 0.4853 -0.2217 -0.378
O -0.3418 -0.4575 0.4001 -0.383
H -0.8249 0.6168 -1.1503 0.370
O 1.5211 1.3693 0.7895 -0.467
C 2.1160 0.5447 0.1793 0.388
S 2.9662 -0.4400 -0.5927 0.077
```

Output
orbital gap	11.079	eV
ΔE to the lowest compared entry with this formula, charge and spin	274.9	kJ/mol
total energy	-755.38349	a.u.
highest occupied orbital energy	-10.62	eV

---

[11]
DFT (wB97M-V/def2-TZVPD) results for a cluster of 2 separate species, C2HO2S2 in total at a distorted geometry.

```
7
Properties=species:S:1:pos:R:3:nbo_charge:R:1
C 0.5984 0.3130 0.9575 0.778
C -0.3472 -0.2264 -0.3272 -0.555
O 1.0272 -0.7174 1.5116 -0.752
O 0.6476 1.5006 1.2048 -0.710
S -1.2237 0.9111 -1.4615 0.010
S 0.4277 -0.2232 -1.9307 0.048
H -1.1301 -1.5578 0.0455 0.182
```

Output
orbital gap	7.613	eV
charge	-1
ΔE to the lowest compared entry with this formula, charge and spin	198.4	kJ/mol
total energy	-1023.64970	a.u.
highest occupied orbital energy	-4.36	eV

---

[12]
DFT (wB97M-V/def2-TZVPD) results for a structure of composition C2HO2Sm at a distorted geometry.

```
6
Properties=species:S:1:pos:R:3:lowdin_spin:R:1
O -1.9104 0.3671 0.7586 0.007
C -1.1304 -0.0479 -0.0745 0.003
C 0.3329 0.0537 -0.0178 0.031
O 1.0740 -0.9556 -0.1391 0.060
H -1.3055 0.0488 -1.2082 0.000
Sm 2.9395 0.5339 0.6811 6.899
```

Output
orbital gap (spin up / spin down)	5.589 / 7.410	eV
⟨S²⟩	15.757
ΔE to the lowest compared entry with this formula, charge and spin	0.0	kJ/mol
total energy	-885.08263	a.u.
highest occupied orbital energy (spin up / spin down)	-5.72 / -7.80	eV
spin multiplicity	8

---

[13]
DFT (wB97M-V/def2-TZVPD) results for the ion C2HO3PS with charge -2 at a distorted geometry.

```
8
Properties=species:S:1:pos:R:3:nbo_charge:R:1
O 0.5259 -3.9333 1.5933 -1.240
P 1.7501 -3.1504 1.1187 2.349
O 2.9142 -2.9331 2.0787 -1.240
O 2.2799 -3.5529 -0.2467 -1.242
C 1.1176 -1.4132 0.8257 -0.273
C 0.9327 -0.3236 0.4366 -0.377
S 0.7153 1.3888 -0.0440 -0.065
H 1.1996 2.0591 0.9426 0.089
```

Output
orbital gap	3.995	eV
charge	-2
ΔE to the lowest compared entry with this formula, charge and spin	0.3	kJ/mol
total energy	-1042.05985	a.u.
highest occupied orbital energy	0.81	eV

---

[14]
DFT (wB97M-V/def2-TZVPD) results for the ion C2HO3S with charge -1 at a distorted geometry.

```
7
Properties=species:S:1:pos:R:3:nbo_charge:R:1
C -1.3845 -1.4522 -0.4352 -0.347
C -0.4116 -0.4484 -0.0915 -0.313
S 0.8365 0.7817 0.2985 2.385
O 0.3634 1.3844 1.5403 -0.980
O 0.7348 1.6478 -0.8725 -0.978
O 2.0794 0.0292 0.4088 -0.978
H -2.2180 -1.9424 -0.8484 0.213
```

Output
orbital gap	9.488	eV
charge	-1
ΔE to the lowest compared entry with this formula, charge and spin	395.5	kJ/mol
total energy	-700.64953	a.u.
highest occupied orbital energy	-5.45	eV

---

[15]
DFT (wB97M-V/def2-TZVPD) results for the ion C2HO3S with charge -1 at a distorted geometry.

```
7
Properties=species:S:1:pos:R:3:nbo_charge:R:1
C 0.0042 0.3246 0.3813 -0.723
C -3.2418 -0.1516 -0.3592 0.995
O -2.8084 0.4624 -1.2674 -0.661
O -3.8478 0.0574 0.6225 -0.647
O -2.1648 -1.3025 0.3029 -0.933
S -0.5653 -1.1494 0.6644 0.796
H -0.9299 0.8507 0.1370 0.174
```

Output
orbital gap	8.521	eV
charge	-1
ΔE to the lowest compared entry with this formula, charge and spin	318.5	kJ/mol
total energy	-700.67886	a.u.
highest occupied orbital energy	-4.76	eV

---

[16]
DFT (wB97M-V/def2-TZVPD) results for the ion C2HO3S2 with charge -1 at a distorted geometry.

```
8
Properties=species:S:1:pos:R:3:nbo_charge:R:1
O 1.4754 1.0117 0.0669 -0.739
C 0.2849 1.1115 0.0450 0.763
O -0.4962 1.9988 0.1258 -0.704
C -0.3698 -0.3673 -0.0381 -0.169
O 0.9965 -1.3790 -0.0250 -0.782
S -1.7125 -0.8247 1.0311 0.073
S -1.8051 -0.8459 -0.9578 0.074
H 1.6267 -0.7051 -0.2479 0.483
```

Output
orbital gap	7.553	eV
charge	-1
ΔE to the lowest compared entry with this formula, charge and spin	170.3	kJ/mol
total energy	-1098.92617	a.u.
highest occupied orbital energy	-4.39	eV

---

[17]
DFT (wB97M-V/def2-TZVPD) results for the ion C2HO4S with charge -1 at a distorted geometry.

```
8
Properties=species:S:1:pos:R:3:nbo_charge:R:1
C -0.1929 0.8258 -0.5421 -0.878
C -1.0173 0.3742 0.5132 0.692
O 0.7814 -1.7259 -1.2140 -0.962
O -1.9893 0.7459 1.1543 -0.659
O 1.9717 -0.2931 0.3634 -0.978
O -0.5115 -1.0018 0.6886 -0.736
S 0.7098 -0.6226 -0.2949 2.316
H 0.2481 1.6975 -0.6685 0.205
```

Output
orbital gap	8.322	eV
charge	-1
ΔE to the lowest compared entry with this formula, charge and spin	103.8	kJ/mol
total energy	-775.98549	a.u.
highest occupied orbital energy	-4.31	eV

---

[18]
DFT (wB97M-V/def2-TZVPD) results for a structure of composition C2HO4Sm at a distorted geometry.

```
8
Properties=species:S:1:pos:R:3:lowdin_spin:R:1
O 0.5845 -2.0009 2.0656 0.001
C 0.4062 -1.3543 1.1213 0.000
O -0.5060 -1.0906 0.3452 -0.008
C 0.4832 1.0755 -0.7175 -0.003
O -0.2023 1.8798 -0.0544 -0.007
O -0.0147 0.7144 -1.8274 -0.015
Sm -2.1435 0.2671 -1.0004 6.032
H 1.3926 0.5090 0.0676 -0.001
```

Output
orbital gap (spin up / spin down)	7.237 / 8.215	eV
charge	+1
⟨S²⟩	12.008
ΔE to the lowest compared entry with this formula, charge and spin	92.2	kJ/mol
total energy	-1035.46340	a.u.
highest occupied orbital energy (spin up / spin down)	-13.02 / -13.98	eV
spin multiplicity	7

---

[19]
DFT (wB97M-V/def2-TZVPD) results for a structure of composition C2HO4Sn at a distorted geometry.

```
8
Properties=species:S:1:pos:R:3:lowdin_spin:R:1
O -0.7364 1.0576 -1.2860 0.126
O 1.9618 -0.9183 1.2543 0.002
O -0.3663 0.6478 0.0416 0.097
O 0.5785 -1.3798 1.2360 0.003
C 1.9255 -0.0768 0.3022 0.003
C 0.5035 -0.3554 -0.0439 0.010
H 0.3729 -0.9834 -0.9398 0.001
Sn -2.5596 1.1972 -1.1939 0.757
```

Output
orbital gap (spin up / spin down)	5.900 / 8.372	eV
⟨S²⟩	0.754
ΔE to the lowest compared entry with this formula, charge and spin	0.0	kJ/mol
total energy	-591.68452	a.u.
highest occupied orbital energy (spin up / spin down)	-7.08 / -9.45	eV
spin multiplicity	2

---

[20]
DFT (wB97M-V/def2-TZVPD) results for the ion C2HO5S with charge -1 at a distorted geometry.

```
9
Properties=species:S:1:pos:R:3:lowdin_spin:R:1
C -1.2906 -0.7429 0.2689 0.127
C -0.5860 0.4500 -0.4394 0.448
O -0.6447 -1.0266 1.2656 0.130
O -2.3861 -1.0864 -0.1828 0.126
O 1.5704 2.0407 0.1058 0.188
O 1.8713 -0.4357 -0.1974 0.123
O -0.7694 1.1336 -1.4031 0.538
S 0.9712 0.7905 0.5880 0.314
H 1.2638 -1.1232 -0.0056 0.005
```

Output
orbital gap (spin up / spin down)	6.058 / 7.103	eV
charge	-1
⟨S²⟩	2.013
ΔE to the lowest compared entry with this formula, charge and spin	0.0	kJ/mol
total energy	-851.16669	a.u.
highest occupied orbital energy (spin up / spin down)	-2.44 / -5.59	eV
spin multiplicity	3